(1)
Computed, not measured: a molecular structure, C60H60CaIN4O2P2SSi, with wB97M-V/def2-TZVPD.

Geometry as XYZ:
```
132
C60H60CaIN4O2P2SSi | OMol25 | wB97M-V/def2-TZVPD
Ca -1.194 -0.094 0.775
C -0.019 -3.111 -2.757
C -0.870 -1.934 -3.125
N -1.187 -1.784 -4.394
C -1.918 -0.719 -4.756
C -2.322 0.258 -3.885
C -3.209 1.360 -4.401
O -2.536 2.618 -4.373
C -2.007 0.126 -2.508
C -2.425 1.223 -1.666
N -2.861 1.221 -0.437
C -3.640 2.330 -0.061
C -4.234 3.189 -1.014
C -4.986 4.290 -0.672
C -5.203 4.604 0.661
C -4.735 3.726 1.622
C -4.012 2.596 1.269
I -3.703 1.229 2.847
C -1.283 -1.024 -2.094
O -0.959 -1.236 -0.867
H 0.474 -3.498 -3.647
H -0.630 -3.906 -2.327
H 0.723 -2.824 -2.012
H -2.176 -0.662 -5.809
H -4.125 1.408 -3.794
H -3.503 1.107 -5.424
H -3.084 3.269 -4.820
H -2.455 2.160 -2.220
H -4.124 2.963 -2.066
H -5.409 4.908 -1.454
H -5.755 5.488 0.950
H -4.956 3.904 2.665
C 2.997 -0.042 -1.188
N 3.033 -1.457 -0.826
C 2.920 -1.690 0.594
P 1.165 -2.056 1.141
C 0.931 -3.775 0.521
C 1.941 -4.719 0.357
C 1.634 -6.031 0.031
C 0.312 -6.431 -0.108
C -0.704 -5.500 0.049
C -0.391 -4.183 0.348
C 1.644 -2.577 2.852
C 2.485 -1.777 3.627
C 2.853 -2.163 4.906
C 2.384 -3.354 5.442
C 1.528 -4.146 4.694
C 1.153 -3.755 3.417
C 3.776 -2.334 -1.626
C 3.546 -2.377 -3.009
C 4.248 -3.240 -3.828
C 5.196 -4.108 -3.300
C 5.439 -4.073 -1.937
C 4.751 -3.196 -1.111
P 1.372 0.903 -0.848
C 1.189 1.571 -2.570
C 1.192 0.711 -3.669
C 1.055 1.192 -4.961
C 0.897 2.552 -5.181
C 0.865 3.416 -4.097
C 1.012 2.933 -2.805
C 1.988 2.319 0.063
C 3.169 2.962 -0.278
C 3.766 3.921 0.528
C 3.177 4.184 1.797
C 1.994 3.643 2.170
C 1.159 2.788 1.250
H 3.251 0.068 -2.238
H 3.753 0.492 -0.601
H 3.234 -0.795 1.140
H 3.545 -2.516 0.922
H 2.979 -4.439 0.482
H 2.432 -6.751 -0.105
H 0.075 -7.462 -0.343
H -1.740 -5.796 -0.065
H -1.171 -3.443 0.439
H 2.831 -0.824 3.249
H 3.509 -1.527 5.488
H 2.669 -3.653 6.444
H 1.136 -5.067 5.107
H 0.477 -4.385 2.853
H 2.793 -1.733 -3.440
H 4.039 -3.246 -4.891
H 5.739 -4.789 -3.942
H 6.182 -4.730 -1.502
H 5.007 -3.169 -0.061
H 1.290 -0.354 -3.509
H 1.062 0.501 -5.796
H 0.795 2.936 -6.189
H 0.726 4.479 -4.258
H 1.015 3.619 -1.967
H 3.677 2.675 -1.198
H 4.701 4.385 0.239
H 3.711 4.830 2.489
H 1.595 3.814 3.166
H 0.813 1.911 1.816
C -3.862 -2.038 0.118
C -3.344 -2.450 1.466
C -3.893 -3.585 2.095
C -3.512 -3.895 3.366
C -2.617 -3.055 4.059
C -2.346 -3.243 5.425
C -1.562 -2.331 6.084
C -0.982 -1.268 5.397
C -1.143 -1.078 4.026
S -0.302 0.227 3.281
C -2.039 -1.969 3.335
N -2.404 -1.717 2.041
H -4.652 -2.710 -0.211
H -3.061 -2.041 -0.619
H -4.257 -1.022 0.170
H -4.622 -4.187 1.569
H -3.924 -4.758 3.876
H -2.803 -4.078 5.944
H -1.384 -2.439 7.148
H -0.360 -0.558 5.926
C -1.756 5.858 -0.250
Si -0.124 5.402 0.610
C 1.258 6.168 -0.423
C -0.129 6.286 2.289
C -0.159 3.516 0.801
H -1.735 6.878 -0.644
H -2.596 5.785 0.445
H -1.966 5.183 -1.084
H 1.335 7.233 -0.184
H 1.074 6.081 -1.497
H 2.220 5.700 -0.209
H -0.430 7.332 2.174
H 0.863 6.267 2.739
H -0.822 5.810 2.988
H -0.477 3.072 -0.156
H -0.962 3.298 1.527
```

Its HOMO energy is -2.5 eV. The HOMO-LUMO gap is 3.933 eV. As for the LUMO energy: 1.385 eV. As for the net charge: -1.

natural (NBO) population analysis, charges in e, atoms 1 to 99: atom 1 (Ca): 1.688, atom 2 (C): -0.642, atom 3 (C): 0.166, atom 4 (N): -0.413, atom 5 (C): -0.020, atom 6 (C): -0.057, atom 7 (C): -0.086, atom 8 (O): -0.720, atom 9 (C): -0.163, atom 10 (C): 0.171, atom 11 (N): -0.588, atom 12 (C): 0.065, atom 13 (C): -0.177, atom 14 (C): -0.225, atom 15 (C): -0.201, atom 16 (C): -0.248, atom 17 (C): -0.133, atom 18 (I): 0.195, atom 19 (C): 0.370, atom 20 (O): -0.882, atom 21 (H): 0.224, atom 22 (H): 0.223, atom 23 (H): 0.231, atom 24 (H): 0.181, atom 25 (H): 0.159, atom 26 (H): 0.176, atom 27 (H): 0.468, atom 28 (H): 0.206, atom 29 (H): 0.204, atom 30 (H): 0.211, atom 31 (H): 0.214, atom 32 (H): 0.226, atom 33 (C): -0.478, atom 34 (N): -0.497, atom 35 (C): -0.509, atom 36 (P): 0.857, atom 37 (C): -0.322, atom 38 (C): -0.225, atom 39 (C): -0.153, atom 40 (C): -0.235, atom 41 (C): -0.226, atom 42 (C): -0.205, atom 43 (C): -0.312, atom 44 (C): -0.201, atom 45 (C): -0.215, atom 46 (C): -0.225, atom 47 (C): -0.210, atom 48 (C): -0.212, atom 49 (C): 0.276, atom 50 (C): -0.269, atom 51 (C): -0.184, atom 52 (C): -0.269, atom 53 (C): -0.187, atom 54 (C): -0.298, atom 55 (P): 0.745, atom 56 (C): -0.322, atom 57 (C): -0.232, atom 58 (C): -0.220, atom 59 (C): -0.215, atom 60 (C): -0.232, atom 61 (C): -0.152, atom 62 (C): -0.627, atom 63 (C): -0.097, atom 64 (C): -0.486, atom 65 (C): -0.198, atom 66 (C): -0.303, atom 67 (C): -0.195, atom 68 (H): 0.222, atom 69 (H): 0.213, atom 70 (H): 0.232, atom 71 (H): 0.212, atom 72 (H): 0.212, atom 73 (H): 0.199, atom 74 (H): 0.205, atom 75 (H): 0.208, atom 76 (H): 0.229, atom 77 (H): 0.224, atom 78 (H): 0.209, atom 79 (H): 0.203, atom 80 (H): 0.204, atom 81 (H): 0.217, atom 82 (H): 0.215, atom 83 (H): 0.206, atom 84 (H): 0.204, atom 85 (H): 0.202, atom 86 (H): 0.207, atom 87 (H): 0.204, atom 88 (H): 0.207, atom 89 (H): 0.199, atom 90 (H): 0.203, atom 91 (H): 0.220, atom 92 (H): 0.176, atom 93 (H): 0.192, atom 94 (H): 0.188, atom 95 (H): 0.191, atom 96 (H): 0.184, atom 97 (C): -0.662, atom 98 (C): 0.252, atom 99 (C): -0.288

(2)
Computed, not measured: 2 unconnected molecules or ions with the total composition C4H6Cl2O, with wB97M-V/def2-TZVPD.

Geometry as XYZ:
```
13
C4H6Cl2O | OMol25 | wB97M-V/def2-TZVPD
C -0.097 0.148 1.270
C 0.417 0.906 0.277
C -1.509 -1.190 0.388
C 1.545 0.488 -0.600
O -0.949 -1.830 -0.579
Cl -0.412 2.344 -0.216
Cl -2.830 -0.189 -0.153
H 0.478 -0.683 1.636
H -0.845 0.541 1.933
H 2.004 1.349 -1.077
H 1.178 -0.187 -1.377
H 2.294 -0.044 -0.018
H -1.276 -1.653 -1.483
```

For the energy above the lowest of the compared OMol25 structures with the same formula, charge and spin, the calculation gives 2.888 eV. Its HOMO energy is -8.1 eV. The HOMO-LUMO gap is 8.310 eV. As for the LUMO energy: 0.195 eV.

natural (NBO) charges, unit e, in atom order: atom 1 (C): -0.438, atom 2 (C): -0.013, atom 3 (C): 0.241, atom 4 (C): -0.659, atom 5 (O): -0.665, atom 6 (Cl): -0.006, atom 7 (Cl): -0.080, atom 8 (H): 0.229, atom 9 (H): 0.237, atom 10 (H): 0.234, atom 11 (H): 0.217, atom 12 (H): 0.229, atom 13 (H): 0.473

(3)
Computed, not measured: a single C4H11N3 molecule, with wB97M-V/def2-TZVPD.

Geometry as XYZ:
```
18
C4H11N3 | OMol25 | wB97M-V/def2-TZVPD
H 1.014 3.242 1.386
N 0.934 2.310 1.362
C 0.472 1.598 0.321
N -0.366 2.140 -0.732
N 1.206 0.456 0.007
C 0.619 -0.626 -0.836
C -0.020 -1.898 -0.132
C -1.345 -1.602 0.577
H -0.159 1.908 -1.622
H -0.657 3.020 -0.581
H 1.795 0.200 0.774
H -0.218 -0.113 -1.439
H 1.372 -0.924 -1.578
H 0.562 -2.340 0.726
H -0.171 -2.705 -0.858
H -2.271 -1.320 0.185
H -1.424 -2.556 1.060
H -1.344 -0.788 1.379
```

For the energy above the lowest of the compared OMol25 structures with the same formula, charge and spin, the calculation gives 2.575 eV. Its HOMO energy is -8.5 eV. The HOMO-LUMO gap is 9.556 eV. As for the LUMO energy: 1.022 eV.

natural (NBO) charges, unit e, in atom order: atom 1 (H): 0.348, atom 2 (N): -0.833, atom 3 (C): 0.600, atom 4 (N): -0.838, atom 5 (N): -0.615, atom 6 (C): -0.225, atom 7 (C): -0.408, atom 8 (C): -0.632, atom 9 (H): 0.371, atom 10 (H): 0.380, atom 11 (H): 0.407, atom 12 (H): 0.197, atom 13 (H): 0.196, atom 14 (H): 0.207, atom 15 (H): 0.211, atom 16 (H): 0.214, atom 17 (H): 0.207, atom 18 (H): 0.212

(4)
Computed, not measured: 2 unconnected molecules or ions with the total composition H4NP, with wB97M-V/def2-TZVPD.

Geometry as XYZ:
```
6
H4NP | OMol25 | wB97M-V/def2-TZVPD
N 0.018 0.313 1.113
P 0.409 -0.420 -1.150
H -0.337 1.338 1.176
H 1.044 0.376 1.480
H -0.742 -0.099 -1.811
H -0.393 -1.508 -0.809
```

For the energy above the lowest of the compared OMol25 structures with the same formula, charge and spin, the calculation gives 2.312 eV. Its HOMO energy is -9.2 eV. The HOMO-LUMO gap is 8.687 eV. As for the LUMO energy: -0.527 eV.

natural (NBO) charges, unit e, in atom order: atom 1 (N): -0.999, atom 2 (P): 0.377, atom 3 (H): 0.350, atom 4 (H): 0.345, atom 5 (H): -0.046, atom 6 (H): -0.027

(5)
Computed, not measured: 2 unconnected molecules or ions with the total composition C6H13NO2S, with wB97M-V/def2-TZVPD.

Geometry as XYZ:
```
23
C6H13NO2S | OMol25 | wB97M-V/def2-TZVPD
C -1.052 0.887 -0.438
C -0.698 1.392 0.968
C 0.382 1.054 0.035
C -1.658 -0.513 -0.599
C -0.871 2.911 1.053
C 1.631 1.012 -0.400
N 1.499 -3.002 -1.339
O 2.412 -1.709 0.596
O 0.147 -2.731 0.863
S 1.240 -1.855 -0.144
H -1.473 1.626 -1.157
H -0.855 0.635 1.890
H -1.200 -1.188 0.124
H -1.310 -1.015 -1.457
H -2.701 -0.450 -0.443
H -0.660 3.296 2.056
H -1.825 3.290 0.806
H -0.176 3.364 0.387
H 0.109 -2.134 1.606
H 2.505 1.390 0.240
H 1.781 0.793 -1.433
H 0.826 -3.145 -2.153
H 1.946 -3.909 -1.061
```

For the energy above the lowest of the compared OMol25 structures with the same formula, charge and spin, the calculation gives 3.306 eV. Its HOMO energy (spin up / spin down) is -5.1 / -9.6 eV. The HOMO-LUMO gap (spin up / spin down) is 5.578 / 7.704 eV. As for the LUMO energy (spin up / spin down): 0.523 / -1.906 eV. Its spin multiplicity is 3.

natural (NBO) charges, unit e, in atom order: atom 1 (C): -0.265, atom 2 (C): -0.251, atom 3 (C): 0.027, atom 4 (C): -0.619, atom 5 (C): -0.610, atom 6 (C): -0.338, atom 7 (N): -1.100, atom 8 (O): -0.939, atom 9 (O): -0.897, atom 10 (S): 1.683, atom 11 (H): 0.195, atom 12 (H): 0.198, atom 13 (H): 0.214, atom 14 (H): 0.201, atom 15 (H): 0.210, atom 16 (H): 0.213, atom 17 (H): 0.210, atom 18 (H): 0.208, atom 19 (H): 0.475, atom 20 (H): 0.191, atom 21 (H): 0.179, atom 22 (H): 0.415, atom 23 (H): 0.402

(6)
Computed, not measured: a single C3H4O molecule, with wB97M-V/def2-TZVPD.

Geometry as XYZ:
```
8
C3H4O | OMol25 | wB97M-V/def2-TZVPD
O -1.423 0.914 -1.163
C -0.565 0.373 -0.618
C 0.430 0.516 0.472
C -0.020 -0.877 -0.094
H 0.262 0.843 1.409
H 1.466 0.844 0.182
H 0.698 -1.371 -0.695
H -0.849 -1.242 0.507
```

For the energy above the lowest of the compared OMol25 structures with the same formula, charge and spin, the calculation gives 1.305 eV. Its HOMO energy is -9.1 eV. The HOMO-LUMO gap is 10.040 eV. As for the LUMO energy: 0.972 eV.

natural (NBO) charges, unit e, in atom order: atom 1 (O): -0.473, atom 2 (C): 0.614, atom 3 (C): -0.545, atom 4 (C): -0.533, atom 5 (H): 0.223, atom 6 (H): 0.226, atom 7 (H): 0.245, atom 8 (H): 0.244